(1)
ORCA calculation (wB97M-V/def2-TZVPD) on 6 unconnected molecules or ions with the total composition C47H53ClNO5.

The geometry in ORCA input format:
```
! RIJCOSX wB97M-V def2-TZVPD def2/J DEFGRID3
* xyz 1 1
C 2.000 0.947 2.267
C 1.806 -0.332 1.446
O 1.082 -1.197 1.862
O 2.443 -0.443 0.221
C 1.591 0.244 -0.725
C 2.124 0.133 -2.144
C 1.408 1.086 -3.117
C 1.681 2.591 -2.867
C 0.619 3.496 -3.568
C -0.321 4.224 -2.573
C -1.208 3.194 -1.912
C -2.428 2.795 -2.390
C -3.167 1.818 -1.754
C -4.491 1.369 -2.320
C -5.618 1.349 -1.273
O -5.530 2.081 -0.321
O -6.710 0.546 -1.478
C -6.611 -0.741 -0.891
C -6.581 -0.939 0.610
O -6.597 -1.688 -1.626
C -2.620 1.245 -0.597
Cl -3.385 -0.027 0.281
C -1.430 1.682 -0.120
N -0.777 2.630 -0.788
H 2.986 1.005 2.734
H 1.877 1.837 1.636
H 1.207 0.942 3.016
H 1.546 1.292 -0.399
H 0.617 -0.266 -0.685
H 3.215 0.208 -2.204
H 1.893 -0.885 -2.487
H 1.780 0.851 -4.121
H 0.320 0.925 -3.142
H 2.632 2.823 -3.361
H 1.824 2.852 -1.811
H -0.004 2.833 -4.184
H 1.100 4.190 -4.263
H -0.932 4.984 -3.071
H 0.230 4.751 -1.783
H -2.821 3.260 -3.289
H -4.384 0.398 -2.847
H -4.780 2.153 -3.032
H -6.365 -0.031 1.178
H -5.788 -1.662 0.820
H -7.510 -1.393 0.963
H -1.013 1.266 0.790
H 0.112 2.945 -0.416
C 0.554 6.750 -6.214
C 0.257 6.995 -7.548
C 1.146 7.712 -8.335
C 2.337 8.176 -7.792
C 2.636 7.927 -6.460
C 1.743 7.217 -5.669
H -0.142 6.193 -5.598
H -0.669 6.629 -7.973
H 0.912 7.910 -9.373
H 3.032 8.731 -8.408
H 3.565 8.287 -6.038
H 1.975 7.028 -4.628
C -0.125 0.391 7.583
C -0.460 -0.146 6.348
C 0.536 -0.624 5.504
C 1.865 -0.572 5.901
C 2.200 -0.038 7.139
C 1.206 0.447 7.978
H -0.900 0.765 8.239
H -1.497 -0.193 6.042
H 0.275 -1.038 4.537
H 2.642 -0.950 5.246
H 3.236 -0.001 7.450
H 1.467 0.867 8.940
C 2.948 -3.555 7.251
C 3.518 -4.592 6.524
C 4.440 -5.437 7.126
C 4.786 -5.251 8.457
C 4.214 -4.216 9.185
C 3.298 -3.365 8.581
H 2.232 -2.894 6.781
H 3.242 -4.741 5.487
H 4.889 -6.242 6.558
H 5.502 -5.913 8.928
H 4.483 -4.072 10.224
H 2.855 -2.555 9.147
C -2.881 -2.020 -6.766
C -4.199 -1.818 -6.380
C -4.564 -1.970 -5.049
C -3.609 -2.314 -4.101
C -2.289 -2.513 -4.487
C -1.926 -2.370 -5.820
H -2.597 -1.906 -7.804
H -4.943 -1.544 -7.118
H -5.594 -1.819 -4.749
H -3.893 -2.429 -3.061
H -1.543 -2.782 -3.748
H -0.899 -2.531 -6.121
C 2.294 -7.116 2.556
C 2.963 -5.914 2.748
C 2.313 -4.712 2.505
C 0.992 -4.709 2.080
C 0.322 -5.911 1.893
C 0.974 -7.114 2.127
H 2.801 -8.054 2.742
H 3.992 -5.916 3.085
H 2.837 -3.774 2.648
H 0.486 -3.770 1.896
H -0.710 -5.910 1.563
H 0.453 -8.051 1.975
*
```

## Properties
HOMO level, eV: -10.4
Orbital gap, eV: 6.1

---

(2)
ORCA calculation (wB97M-V/def2-TZVPD) on a molecular structure, C18H16Cl10IrN3.

The geometry in ORCA input format:
```
! RIJCOSX wB97M-V def2-TZVPD def2/J DEFGRID3
* xyz 2 1
Ir 0.274 1.337 0.343
Cl -0.771 -1.536 2.207
C 0.639 -1.605 1.195
C 1.156 -0.452 0.601
C 2.407 -0.591 -0.001
Cl 3.180 0.861 -0.599
C 3.052 -1.811 -0.176
Cl 4.548 -1.909 -0.996
C 2.426 -2.967 0.295
Cl 3.119 -4.509 -0.003
C 1.230 -2.856 1.014
Cl 0.482 -4.277 1.627
Cl 1.932 0.223 3.579
C 1.059 1.691 3.430
C 0.389 2.016 2.246
C -0.177 3.282 2.223
Cl -0.799 3.667 0.608
C -0.197 4.208 3.238
Cl -0.933 5.733 3.038
C 0.433 3.826 4.427
Cl 0.447 4.903 5.746
C 1.071 2.583 4.513
Cl 1.881 2.161 5.957
N -0.349 -3.177 -2.031
C -0.536 -1.695 -1.774
C -1.882 -1.480 -1.097
C -2.274 -0.003 -0.928
N -1.661 0.687 0.258
C -2.065 0.774 -2.223
C -0.676 0.581 -2.823
N 0.318 1.255 -1.944
C -0.391 -0.905 -3.059
H -0.406 -3.702 -1.150
H 0.571 -3.372 -2.437
H -1.057 -3.551 -2.670
H 0.272 -1.443 -1.103
H -1.917 -2.000 -0.137
H -2.667 -1.913 -1.727
H -3.342 -0.004 -0.698
H -1.809 0.100 1.081
H -2.209 1.534 0.420
H -2.269 1.837 -2.071
H -2.807 0.425 -2.944
H -0.654 1.068 -3.799
H 0.209 2.250 -2.130
H 1.271 1.043 -2.234
H 0.603 -1.042 -3.493
H -1.122 -1.246 -3.800
*
```

## Properties
HOMO level, eV: -13.9
Orbital gap, eV: 6.9
ΔE to the lowest compared entry with this formula, charge and spin, kcal per mole: 0.00

---

(3)
ORCA calculation (wB97M-V/def2-TZVPD) on 2 unconnected molecules or ions with the total composition C5H6F3NO.

The geometry in ORCA input format:
```
! RIJCOSX wB97M-V def2-TZVPD def2/J DEFGRID3
* xyz 0 1
C 0.335 -0.634 1.223
C 1.118 -1.364 0.377
C 0.406 0.420 -0.709
C 1.397 1.611 -0.754
C -2.373 -0.522 0.339
N -0.220 0.406 0.568
O 1.145 -0.811 -0.838
F -2.196 -1.817 0.604
F -3.269 0.013 1.156
F -2.730 -0.356 -0.935
H 0.096 -0.835 2.249
H 1.688 -2.258 0.531
H -0.307 0.486 -1.537
H 2.376 1.240 -1.048
H 1.468 2.058 0.234
H 1.066 2.364 -1.460
*
```

## Properties
HOMO level (alpha / beta), eV: -8.5 / -7.8
Orbital gap (alpha / beta), eV: 8.2 / 8.1
ΔE to the lowest compared entry with this formula, charge and spin, kcal per mole: 64.19

---

(4)
ORCA calculation (wB97M-V/def2-TZVPD) on a molecular structure, C39H53N4NaO3PSSi.

The geometry in ORCA input format:
```
! RIJCOSX wB97M-V def2-TZVPD def2/J DEFGRID3
* xyz -1 1
Na 0.070 -0.439 -0.374
C -1.238 -2.354 2.956
C -1.711 -3.285 1.848
C -3.203 -3.082 1.596
C -1.416 -4.727 2.257
O -0.950 -2.936 0.693
Si -1.028 -3.410 -0.908
S -2.481 -2.523 -1.998
O -0.976 -5.073 -0.904
C -1.741 -6.110 -1.535
C -3.223 -6.018 -1.171
C -1.157 -7.413 -1.003
C -1.581 -6.052 -3.053
O 0.520 -2.864 -1.261
C 1.422 -3.137 -2.330
C 2.044 -4.515 -2.117
C 2.499 -2.061 -2.241
C 0.723 -3.052 -3.683
H -1.780 -2.553 3.884
H -1.412 -1.316 2.675
H -0.170 -2.489 3.133
H -3.774 -3.316 2.500
H -3.553 -3.713 0.780
H -3.399 -2.048 1.309
H -1.925 -4.961 3.196
H -0.341 -4.859 2.396
H -1.743 -5.428 1.495
H -3.365 -6.122 -0.093
H -3.778 -6.822 -1.663
H -3.626 -5.059 -1.492
H -1.225 -7.432 0.087
H -0.104 -7.495 -1.281
H -1.695 -8.274 -1.405
H -1.987 -5.114 -3.432
H -2.109 -6.887 -3.522
H -0.525 -6.120 -3.324
H 2.586 -4.535 -1.170
H 2.742 -4.747 -2.927
H 1.271 -5.282 -2.080
H 2.960 -2.065 -1.252
H 2.067 -1.071 -2.413
H 3.275 -2.221 -2.994
H -0.011 -3.847 -3.802
H 1.458 -3.130 -4.489
H 0.192 -2.105 -3.773
N 0.018 4.731 -1.046
C 1.292 4.423 -1.565
C 1.794 3.346 -0.963
N 0.805 2.864 -0.015
C -0.476 3.446 -0.462
C -1.020 2.553 -1.488
N -0.746 1.267 -1.703
C -1.577 0.862 -2.739
C -2.345 1.891 -3.160
N -1.984 2.966 -2.358
H -0.613 5.173 -1.694
H 1.777 5.031 -2.315
H 2.739 2.859 -1.121
H -1.598 -0.164 -3.073
H -3.113 1.960 -3.910
H -2.444 3.856 -2.322
C -0.594 4.990 2.343
C 0.852 5.038 2.751
C 1.273 6.142 3.494
C 2.549 6.234 4.020
C 3.441 5.192 3.830
C 3.049 4.092 3.087
C 1.781 4.009 2.508
P 1.313 2.525 1.525
C -0.094 1.828 2.426
C -1.325 1.688 1.785
C -2.447 1.271 2.484
C -2.342 0.979 3.833
C -1.110 1.070 4.461
C 0.034 1.483 3.784
C 1.337 1.484 4.536
C 2.700 1.465 1.362
C 3.889 2.092 0.901
C 5.011 1.411 0.529
C 4.970 -0.010 0.608
C 3.858 -0.655 1.027
C 2.623 0.012 1.419
C 1.575 -0.788 1.806
H -0.990 6.004 2.273
H -1.166 4.457 3.109
H -0.774 4.489 1.389
H 0.563 6.943 3.667
H 2.838 7.108 4.591
H 4.435 5.226 4.258
H 3.737 3.267 2.974
H -1.418 1.968 0.747
H -3.391 1.171 1.965
H -3.209 0.649 4.391
H -1.018 0.792 5.505
H 1.281 0.766 5.354
H 1.554 2.466 4.959
H 2.173 1.198 3.896
H 3.905 3.172 0.812
H 5.889 1.933 0.177
H 5.844 -0.591 0.333
H 3.856 -1.738 1.087
H 0.660 -0.417 2.239
H 1.728 -1.859 1.843
*
```

## Properties
HOMO level, eV: -3.7
Orbital gap, eV: 5.9
ΔE to the lowest compared entry with this formula, charge and spin, kcal per mole: 62.53

---

(5)
ORCA calculation (wB97M-V/def2-TZVPD) on 5 unconnected molecules or ions with the total composition C30H42BCl8F2IN5O9PS.

The geometry in ORCA input format:
```
! RIJCOSX wB97M-V def2-TZVPD def2/J DEFGRID3
* xyz 0 1
C 0.294 5.827 2.639
C 0.884 4.362 2.701
N -0.123 3.288 2.910
C -0.120 2.275 1.871
C 0.690 1.052 2.018
C 1.609 0.689 3.229
C 1.088 1.161 4.649
C 2.142 2.230 5.231
I 3.208 1.332 6.893
C 0.649 0.090 0.870
C 1.458 -1.263 0.847
C 0.512 -2.536 1.032
C 0.339 -2.983 2.539
C -1.168 -3.043 3.034
C -2.150 -3.723 1.999
O -2.811 -2.632 1.277
C -3.704 -3.113 0.337
C -3.734 -2.367 -1.043
O -4.467 -4.035 0.509
C -0.160 0.355 -0.348
C -0.965 1.577 -0.493
C -0.932 2.534 0.641
B -1.807 3.877 0.414
N -3.258 3.990 0.720
O -1.197 5.039 -0.143
N -1.772 1.913 -1.658
C -1.127 1.581 -2.916
C -1.264 2.522 -4.035
N -2.022 3.707 -3.823
C -0.692 2.292 -5.388
O -0.911 3.230 -6.391
C 0.071 1.043 -5.576
P 0.853 0.674 -7.238
O 0.470 1.652 -8.293
O 2.496 0.771 -6.987
O 0.550 -0.905 -7.692
C 0.260 0.033 -4.477
N 1.040 -1.173 -4.771
C 2.335 -1.190 -4.115
O 2.699 -0.429 -3.294
F 3.225 -2.186 -4.527
C 0.302 -2.378 -4.540
O 0.653 -3.276 -3.852
F -0.945 -2.464 -5.148
C -0.351 0.340 -3.177
S -0.182 -0.810 -1.772
H 0.295 6.157 1.563
H 0.987 6.550 3.169
H -0.717 5.948 3.109
H 1.510 4.151 1.796
H 1.591 4.313 3.589
H -1.055 3.647 3.115
H 2.649 1.042 2.978
H 1.682 -0.437 3.278
H 0.041 1.554 4.649
H 1.125 0.294 5.362
H 2.911 2.531 4.476
H 1.633 3.184 5.558
H 2.315 -1.278 1.570
H 1.892 -1.363 -0.196
H 1.031 -3.386 0.492
H -0.449 -2.318 0.497
H 0.764 -4.022 2.694
H 0.898 -2.326 3.270
H -1.532 -2.038 3.361
H -1.171 -3.708 3.948
H -1.549 -4.336 1.273
H -2.928 -4.354 2.510
H -4.805 -2.178 -1.352
H -3.217 -1.365 -1.021
H -3.247 -2.980 -1.854
H -3.820 3.628 -0.062
H -3.516 3.429 1.539
H -1.509 5.774 0.424
H -2.650 1.369 -1.661
H -1.843 4.412 -4.543
H -1.821 4.138 -2.915
H -1.810 3.100 -6.755
H 2.657 1.726 -6.852
H -0.412 -1.077 -7.644
Cl 6.041 -1.511 -7.653
C 5.275 -3.019 -7.155
Cl 6.472 -4.292 -6.884
H 4.730 -2.847 -6.231
H 4.587 -3.342 -7.932
Cl -3.347 -0.260 3.807
C -4.202 -1.228 5.017
Cl -3.450 -2.816 5.242
H -4.185 -0.695 5.965
H -5.229 -1.369 4.691
Cl -2.179 -6.367 4.247
C -2.522 -6.788 5.927
Cl -2.292 -5.403 7.003
H -3.553 -7.124 6.002
H -1.850 -7.586 6.233
Cl 5.366 0.779 3.164
C 5.700 1.213 1.482
Cl 4.207 1.320 0.539
H 6.201 2.177 1.460
H 6.341 0.453 1.043
*
```

## Properties
HOMO level, eV: -8.4
Orbital gap, eV: 8.1
SMILES: CCNc1c(CCCI)c(CCCCCOC(C)=O)c2c(c1B(N)O)Nc1c(N)c(O)c(P(=O)(O)O)c(N(C(=O)F)C(=O)F)c1S2.ClCCl.ClCCl.ClCCl.ClCCl

---

(6)
ORCA calculation (wB97M-V/def2-TZVPD) on 9 unconnected molecules or ions with the total composition F6H16O8P.

The geometry in ORCA input format:
```
! RIJCOSX wB97M-V def2-TZVPD def2/J DEFGRID3
* xyz -1 1
P -0.184 -0.085 -0.487
F 0.398 0.814 -1.705
F 0.904 -1.230 -0.589
F 0.944 0.638 0.471
F -0.668 -0.882 0.876
F -1.243 1.106 -0.177
F -1.175 -0.910 -1.411
O 1.478 -2.184 2.310
H 1.286 -1.469 1.704
H 1.948 -1.767 3.032
O 3.483 -0.683 0.256
H 3.997 -1.021 -0.477
H 2.588 -0.973 0.075
O -4.063 1.640 -2.657
H -3.761 2.344 -3.231
H -3.433 1.631 -1.936
O -2.256 -3.220 -0.172
H -2.290 -3.598 -1.051
H -2.074 -2.292 -0.317
O -1.844 1.019 2.554
H -1.866 0.098 2.292
H -1.401 1.464 1.831
O 1.534 1.014 3.263
H 2.017 0.266 3.613
H 2.054 1.307 2.514
O -0.389 -0.470 -4.035
H 0.135 -1.260 -4.173
H -0.284 -0.272 -3.105
O 1.154 3.270 0.385
H 2.096 3.322 0.222
H 0.914 2.382 0.122
*
```

## Properties
HOMO level, eV: -7.6
Orbital gap, eV: 10.5
ΔE to the lowest compared entry with this formula, charge and spin, kcal per mole: 23.79

---

Summary of max |F| in eV/A
1.956, 0.667, 1.482, 0.547, 3.980, 3.334
(order as listed above)
Summary of calculated total energy in eV
-73842.223, -151444.993, -16968.933, -85830.655, -192186.221, -42242.441
(order as listed above)